261
Properties=species:S:1:pos:R:3 method="wB97M-V/def2-TZVPD" gap_ha="0.225 / 0.130" total_charge=+3 e_lumo_ev="-5.0 / -7.6" energy_ev=-130120.807 max_force_ev_per_a=10.87 multiplicity=2 homo_ha="-0.408 / -0.408"
C 1.171 4.113 2.246
C 2.404 3.449 1.528
C 3.458 4.443 0.963
N 4.655 3.758 0.207
C 5.555 3.092 1.309
C 6.999 2.827 0.854
C 7.665 3.984 0.039
C 6.718 4.463 -1.071
C 5.334 4.932 -0.582
C 4.162 2.623 -0.782
H 0.519 4.673 1.575
H 1.629 4.842 2.913
H 0.496 3.456 2.794
H 1.950 2.714 0.864
H 2.830 2.802 2.295
H 3.672 5.186 1.731
H 2.928 5.102 0.275
H 5.447 3.852 2.083
H 5.022 2.208 1.659
H 7.589 2.693 1.760
H 7.065 1.966 0.189
H 7.845 4.843 0.685
H 8.552 3.552 -0.423
H 7.026 5.324 -1.665
H 6.652 3.797 -1.931
H 5.389 5.665 0.223
H 4.634 5.164 -1.384
H 3.769 1.937 -0.032
H 4.966 2.069 -1.268
H 3.508 3.045 -1.545
C 1.928 -4.149 3.388
C 0.859 -5.230 3.764
C 0.799 -6.355 2.617
N -0.216 -7.431 2.910
C -0.011 -8.632 2.090
C 1.299 -9.455 2.441
C 1.254 -9.938 3.934
C 0.960 -8.710 4.836
C -0.262 -7.871 4.409
C -1.667 -6.865 2.632
H 1.623 -3.482 2.582
H 2.919 -4.583 3.259
H 2.108 -3.422 4.179
H -0.096 -4.752 3.983
H 1.355 -5.559 4.677
H 1.808 -6.756 2.720
H 0.678 -6.009 1.591
H -0.126 -8.448 1.022
H -0.862 -9.288 2.271
H 2.241 -8.907 2.410
H 1.435 -10.299 1.764
H 2.185 -10.415 4.240
H 0.428 -10.602 4.187
H 1.878 -8.123 4.794
H 0.950 -8.925 5.904
H -0.378 -6.968 5.009
H -1.176 -8.453 4.533
H -1.734 -6.515 1.601
H -1.788 -5.937 3.191
H -2.481 -7.557 2.848
C 2.020 4.531 8.073
C 1.900 3.101 7.434
C 1.425 1.962 8.402
N 0.501 0.757 7.978
C -0.903 1.245 7.628
C -1.779 0.164 7.047
C -1.125 -0.502 5.834
C 0.268 -1.020 6.039
C 1.132 0.042 6.744
C 0.494 -0.269 9.060
H 1.144 4.921 8.593
H 2.174 5.103 7.158
H 2.922 4.618 8.678
H 2.912 2.920 7.072
H 1.217 3.182 6.588
H 1.113 2.487 9.306
H 2.262 1.293 8.597
H -0.777 2.120 6.992
H -1.431 1.869 8.350
H -2.738 0.547 6.696
H -2.085 -0.502 7.853
H -1.095 0.158 4.967
H -1.735 -1.249 5.324
H 0.657 -1.190 5.036
H 0.338 -2.030 6.444
H 1.231 0.835 6.003
H 2.183 -0.152 6.958
H 0.047 0.179 9.947
H 1.540 -0.504 9.254
H -0.019 -1.188 8.777
C -2.067 1.608 2.491
C -1.771 1.697 1.008
C -0.488 0.916 0.572
N -0.781 -0.473 -0.060
C -1.532 -1.406 0.938
C -1.848 -2.849 0.490
C -0.598 -3.442 -0.179
C 0.298 -2.613 -1.159
C 0.507 -1.216 -0.639
C -1.698 -0.227 -1.321
H -2.646 2.484 2.783
H -1.141 1.470 3.050
H -2.842 0.858 2.643
H -1.619 2.687 0.578
H -2.673 1.418 0.464
H 0.205 0.844 1.409
H 0.084 1.471 -0.172
H -0.817 -1.445 1.760
H -2.506 -1.042 1.264
H -2.187 -3.324 1.411
H -2.663 -2.811 -0.232
H -0.114 -3.897 0.686
H -1.082 -4.312 -0.622
H 1.209 -3.210 -1.219
H 0.075 -2.675 -2.224
H 1.115 -1.298 0.262
H 1.081 -0.585 -1.318
H -1.814 -1.234 -1.722
H -1.232 0.455 -2.032
H -2.705 0.167 -1.182
C -0.449 9.164 -4.177
C -1.480 7.979 -4.072
C -0.960 6.617 -4.751
N -2.049 5.525 -5.002
C -2.797 5.094 -3.699
C -3.828 4.024 -3.998
C -3.059 2.744 -4.351
C -2.183 2.941 -5.535
C -1.368 4.206 -5.488
C -2.950 6.021 -6.138
H -0.704 9.849 -3.368
H -0.338 9.614 -5.164
H 0.509 8.811 -3.796
H -2.468 8.283 -4.416
H -1.673 7.672 -3.044
H -0.185 6.155 -4.139
H -0.556 6.917 -5.717
H -2.102 4.816 -2.907
H -3.320 5.994 -3.377
H -4.423 3.770 -3.121
H -4.646 4.300 -4.663
H -2.451 2.416 -3.508
H -3.690 1.894 -4.611
H -1.500 2.092 -5.529
H -2.782 3.082 -6.435
H -0.692 4.076 -4.643
H -0.804 4.303 -6.415
H -2.461 6.329 -7.062
H -3.479 6.808 -5.600
H -3.627 5.194 -6.349
C -6.074 2.831 -0.635
C -5.597 3.759 0.431
C -5.048 5.110 -0.151
N -4.927 6.289 0.876
C -4.270 5.826 2.221
C -2.869 5.254 1.944
C -2.017 6.400 1.361
C -2.510 6.950 0.084
C -4.000 7.352 0.210
C -6.286 6.978 1.061
H -6.551 2.030 -0.071
H -5.209 2.310 -1.045
H -6.719 3.199 -1.433
H -4.805 3.261 0.991
H -6.451 3.997 1.065
H -5.648 5.563 -0.940
H -4.104 4.823 -0.614
H -4.844 5.002 2.645
H -4.449 6.644 2.919
H -2.855 4.478 1.178
H -2.364 4.874 2.832
H -1.028 6.048 1.069
H -2.043 7.208 2.092
H -2.457 6.136 -0.638
H -1.810 7.724 -0.232
H -4.602 7.586 -0.668
H -4.201 8.204 0.860
H -6.714 7.180 0.079
H -6.141 7.869 1.673
H -6.815 6.233 1.656
C 3.795 -8.013 0.015
C 2.650 -7.702 -0.940
C 3.135 -7.770 -2.407
N 1.929 -7.675 -3.379
C 1.159 -6.358 -3.052
C 0.074 -5.996 -4.065
C 0.675 -5.863 -5.479
C 1.337 -7.180 -5.880
C 2.422 -7.605 -4.847
C 0.891 -8.811 -3.288
H 4.275 -8.955 -0.250
H 3.373 -7.993 1.020
H 4.545 -7.224 0.063
H 2.346 -6.667 -0.783
H 1.735 -8.282 -0.819
H 3.537 -8.779 -2.506
H 3.871 -6.985 -2.578
H 1.807 -5.485 -2.980
H 0.703 -6.507 -2.073
H -0.341 -5.011 -3.848
H -0.726 -6.735 -4.028
H 1.418 -5.066 -5.529
H -0.092 -5.695 -6.234
H 1.889 -7.002 -6.803
H 0.562 -7.926 -6.058
H 3.217 -6.867 -4.952
H 2.822 -8.606 -5.016
H 0.147 -8.709 -4.079
H 0.400 -8.841 -2.315
H 1.416 -9.741 -3.505
C 2.246 -0.804 -4.808
N 3.190 0.174 -5.654
C 2.336 1.148 -6.538
C 4.044 0.925 -4.595
C 4.303 -0.688 -6.456
C 3.570 -1.730 -7.524
O 2.693 -1.106 -8.387
H 1.855 -1.427 -5.612
H 1.613 -0.157 -4.201
H 2.958 -1.455 -4.300
H 3.164 1.411 -7.195
H 1.876 1.837 -5.830
H 1.524 0.576 -6.986
H 4.742 1.577 -5.119
H 4.729 0.271 -4.055
H 3.393 1.530 -3.963
H 4.826 -1.335 -5.751
H 5.083 -0.032 -6.843
H 3.093 -2.539 -6.970
H 4.249 -2.235 -8.211
H 2.185 -1.803 -8.809
O -4.803 2.607 3.926
C -6.074 2.773 4.386
O -6.322 3.539 5.335
O -6.988 2.228 3.740
H -4.988 1.948 3.253
O 3.806 0.319 3.280
C 3.018 -0.226 2.288
O 1.865 -0.536 2.664
O 3.334 -0.317 1.111
H 3.068 0.123 3.862
O -5.292 0.244 1.610
C -5.989 -0.805 1.134
O -5.366 -1.536 0.364
O -7.074 -1.006 1.648
H -5.944 0.618 2.207
O -3.331 -8.268 -1.588
C -2.564 -7.264 -1.292
O -3.012 -6.148 -1.166
O -1.375 -7.516 -0.977
H -2.470 -8.690 -1.558
O -1.773 0.025 -4.984
C -2.659 -0.801 -5.202
O -3.535 -0.620 -6.057
O -2.414 -1.791 -4.520
H -1.623 -0.705 -4.379
O 0.130 3.702 -1.383
C 1.105 3.730 -2.264
O 1.222 2.776 -3.034
O 1.835 4.717 -2.328
H 0.426 4.608 -1.276